No. 1
12
Properties=species:S:1:pos:R:3:forces:R:3:nbo_charge:R:1 method="wB97M-V/def2-TZVPD" multiplicity=1 max_force_ev_per_a=4.60 smiles=Sc1nc(CCl)n[nH]1 homo_lumo_gap_ev=9.482 e_above_lowest_kj_mol=251.9
C -1.39356 0.65930 -0.26462 1.937 -0.104 -2.962 0.19
C 0.38595 -0.15133 0.59921 -2.108 -0.338 -2.903 0.25
C 1.89304 -0.20716 0.70538 2.006 1.196 0.956 -0.37
H -1.02991 1.97626 -1.94987 -2.789 -0.517 0.723 0.22
H 2.39667 0.71528 -0.04652 -1.744 -2.987 2.595 0.28
H 2.11266 -0.06569 1.86074 0.141 -0.285 -2.631 0.25
H -2.68455 0.09124 1.40114 1.604 0.145 -0.916 0.44
N -0.05616 0.38394 -0.61006 -3.263 1.374 2.935 -0.50
N -0.64981 -0.44366 1.39685 1.892 -0.209 2.542 -0.29
N -1.76651 0.15208 0.89671 1.352 -0.853 0.010 -0.36
S -2.36444 1.58822 -1.37604 2.576 0.764 -1.023 0.01
Cl 2.88418 -1.79882 0.16040 -1.605 1.814 0.671 -0.11

No. 2
74
Properties=species:S:1:pos:R:3:forces:R:3:lowdin_spin:R:1 method="wB97M-V/def2-TZVPD" multiplicity=2 max_force_ev_per_a=2.43 homo_lumo_gap_ev="5.652 / 5.531" e_above_lowest_kj_mol=245.8 total_charge=-1
Ru -0.67878 -0.51610 0.13716 1.088 -0.241 -0.278 0.58
N -3.75353 3.05564 0.33592 -0.013 0.129 -0.166 0.01
C -2.88610 2.15252 0.88609 -0.006 0.072 -0.228 0.01
S -2.18117 -0.20167 -1.50777 -0.516 -0.235 0.679 0.38
N -1.65554 2.39381 1.03096 0.223 -0.094 0.022 0.00
N -0.89161 1.28654 1.44305 -0.260 0.000 -0.275 0.01
C -0.21004 1.53473 2.49355 0.371 0.015 0.420 0.00
C 0.72393 0.66354 3.16804 -0.115 0.150 -0.050 0.00
C 1.29941 1.16933 4.34726 0.021 0.006 0.039 0.00
C 2.19217 0.44615 5.09894 0.001 -0.062 -0.051 0.00
C 2.53605 -0.84289 4.65337 0.087 0.039 0.130 0.00
C 2.00020 -1.36902 3.51009 -0.091 0.013 -0.100 0.00
C 1.06090 -0.64357 2.71382 0.172 -0.005 0.037 0.00
O 0.58762 -1.19730 1.66375 -0.008 -0.158 0.220 0.01
H -4.56146 2.60547 -0.06573 -0.033 -0.008 -0.016 0.00
H -3.26974 3.64024 -0.33588 -0.043 0.014 -0.007 0.00
H -0.35561 2.51617 2.94413 0.036 0.021 0.015 0.00
H 1.01124 2.16741 4.66447 0.009 -0.020 -0.016 0.00
H 2.61949 0.85632 6.00396 0.004 -0.010 -0.001 0.00
H 3.24437 -1.43439 5.22504 -0.014 0.016 -0.006 0.00
H 2.26709 -2.35930 3.16041 -0.010 0.011 0.023 0.00
C -2.36623 -1.59753 3.51770 0.061 -0.015 0.078 0.00
C -3.23217 -1.06073 2.39778 -0.012 -0.085 -0.086 0.00
C -4.66970 -1.56669 2.47569 -0.081 0.009 0.111 0.00
O -2.64810 -1.49603 1.17571 0.204 0.066 -0.308 0.00
C -3.27457 0.46440 2.46169 0.178 -0.290 -0.094 0.00
O -3.20582 1.13210 3.44575 -0.044 0.153 0.185 0.00
O -3.48183 0.96645 1.21226 -0.258 0.036 0.004 0.00
H -2.47931 -2.68093 3.56988 0.029 0.010 -0.008 0.00
H -2.65381 -1.15077 4.46767 -0.022 -0.020 0.009 0.00
H -1.31906 -1.36481 3.32031 -0.074 -0.006 0.004 0.00
H -4.66279 -2.65621 2.49864 -0.004 -0.003 -0.016 0.00
H -5.24352 -1.23601 1.60767 0.008 0.019 0.007 0.00
H -5.15577 -1.19144 3.37900 0.016 -0.041 -0.024 0.00
H -3.22732 -1.27908 0.41014 0.339 0.075 0.030 0.00
C 5.17409 2.52102 -1.38606 0.001 0.037 -0.037 0.00
C 4.94414 1.50911 -0.46625 -0.071 -0.054 0.002 0.00
C 3.71037 0.87274 -0.44028 0.006 -0.012 0.091 0.00
C 2.69336 1.24054 -1.32220 0.121 -0.518 0.694 0.00
C 2.93228 2.25856 -2.24085 0.056 -0.055 -0.048 0.00
C 4.17062 2.88778 -2.27292 -0.027 0.009 -0.004 0.00
P 1.10782 0.30122 -1.26672 -2.314 0.593 -0.470 -0.01
C 0.00440 1.44778 -2.15235 0.321 -0.027 -0.540 0.00
C -0.98113 0.88864 -3.03928 0.791 0.992 -0.755 0.01
C -1.75615 1.85591 -3.77449 0.003 -0.311 0.255 0.00
C -1.80270 3.17302 -3.38386 -0.080 0.128 0.097 0.00
C -1.01852 3.64949 -2.32102 -0.111 -0.275 -0.019 0.00
C -0.11551 2.75973 -1.73522 0.037 0.214 0.059 0.00
C 1.35190 -1.11138 -2.38188 0.181 -0.119 0.290 0.00
C 2.20785 -1.11994 -3.44754 0.006 -0.013 -0.199 0.00
C 2.36156 -2.29235 -4.22050 0.030 0.159 0.033 0.00
C 1.69987 -3.43294 -3.86732 -0.029 -0.059 0.021 0.00
C 0.84816 -3.46896 -2.73560 0.000 -0.087 -0.028 0.00
C 0.22896 -4.67067 -2.30724 0.057 0.055 -0.044 0.00
C -0.51148 -4.66546 -1.16234 -0.032 0.044 0.097 0.00
C -0.71671 -3.47212 -0.42882 0.006 -0.122 0.023 0.00
C -0.20306 -2.26238 -0.82782 -0.103 -0.003 -0.078 0.01
C 0.64294 -2.28246 -1.98873 0.097 0.035 0.078 0.00
H 6.13197 3.02773 -1.40917 -0.019 -0.014 -0.012 0.00
H 5.71919 1.21637 0.23196 -0.026 0.004 -0.013 0.00
H 3.53028 0.08165 0.28054 -0.019 0.017 0.001 0.00
H 2.14653 2.55536 -2.92196 0.010 0.001 -0.015 0.00
H 4.34694 3.67702 -2.99423 -0.004 -0.010 0.014 0.00
H -0.69211 0.00905 -3.60261 -0.199 -0.204 0.251 0.00
H -2.38184 1.50582 -4.58934 0.074 0.038 0.001 0.00
H -2.44130 3.86326 -3.93085 0.031 -0.032 0.034 0.00
H -1.05988 4.68583 -2.00625 0.023 -0.036 -0.029 0.00
H 0.53691 3.12762 -0.94665 -0.013 -0.006 -0.036 0.00
H 2.76618 -0.22780 -3.70747 0.008 0.000 0.010 0.00
H 3.02140 -2.28390 -5.07949 0.003 -0.008 -0.003 0.00
H 1.83820 -4.34448 -4.44081 -0.009 0.016 0.016 0.00
H 0.37567 -5.57911 -2.88176 -0.002 0.017 0.002 0.00
H -0.96740 -5.58604 -0.81159 0.010 0.012 0.002 0.00
H -1.32270 -3.52162 0.46846 -0.058 0.031 -0.021 0.00